Record 1
Here is an isolated molecule of C29H26ClN5O3 at a distorted geometry from the OMol25 dataset. Energies are from ωB97M-V/def2-TZVPD.

Atoms and positions in Å:
C1 -1.477 -5.936 1.978
O1 -2.193 -5.589 0.824
C2 -1.557 -4.589 0.060
C3 -2.419 -4.290 -1.161
H1 -3.400 -3.952 -0.823
H2 -2.556 -5.212 -1.727
C4 -1.781 -3.230 -2.060
N1 -1.669 -1.956 -1.396
C5 -0.503 -1.454 -0.958
O2 0.595 -1.989 -1.158
C6 -0.626 -0.194 -0.241
C7 0.446 0.523 0.292
N2 0.018 1.680 0.879
C8 -1.343 1.737 0.737
N3 -2.134 2.688 1.151
C9 -3.447 2.480 0.889
C10 -4.381 3.451 1.297
C11 -5.713 3.272 1.052
C12 -6.170 2.119 0.391
C13 -5.292 1.157 -0.021
C14 -3.910 1.308 0.213
N4 -3.065 0.341 -0.214
C15 -1.794 0.558 0.044
H3 -5.624 0.266 -0.531
H4 -7.228 1.999 0.209
H5 -6.428 4.018 1.367
H6 -4.008 4.328 1.805
C16 0.788 2.818 1.346
C17 1.286 3.618 0.168
C18 2.625 3.596 -0.192
C19 3.063 4.304 -1.298
C20 2.164 5.034 -2.055
C21 0.825 5.059 -1.702
C22 0.387 4.354 -0.595
H7 -0.656 4.375 -0.314
H8 0.121 5.632 -2.288
H9 2.505 5.585 -2.919
H10 4.109 4.283 -1.568
H11 3.328 3.032 0.402
H12 0.101 3.415 1.951
H13 1.621 2.466 1.957
N5 1.725 0.053 0.161
C23 2.819 0.171 0.978
O3 2.854 0.839 1.988
C24 3.975 -0.648 0.500
C25 3.789 -1.962 0.074
C26 4.866 -2.742 -0.304
C27 6.149 -2.219 -0.267
C28 6.354 -0.917 0.148
C29 5.274 -0.139 0.538
Cl1 5.571 1.485 1.031
H14 7.347 -0.496 0.177
H15 6.992 -2.825 -0.562
H16 4.703 -3.758 -0.627
H17 2.797 -2.387 0.049
H18 1.707 -0.750 -0.494
H19 -2.513 -1.455 -1.145
H20 -0.768 -3.532 -2.339
H21 -2.381 -3.108 -2.968
H22 -1.424 -3.679 0.667
H23 -0.558 -4.929 -0.256
H24 -2.056 -6.704 2.486
H25 -1.350 -5.072 2.644
H26 -0.484 -6.331 1.728

Its structure (SMILES) is COCCCNC(=O)c1c(NC(=O)c2ccccc2Cl)n(Cc2ccccc2)c2nc3ccccc3nc12. Its HOMO-LUMO gap is 7.687 eV.

=====

Record 2
Here is C29H26F5N2OPPdSe as an isolated structure at a distorted geometry from the OMol25 dataset. Energies are from ωB97M-V/def2-TZVPD.

Atoms and positions in Å:
Pd1 0.275 -0.745 -0.181
O1 1.801 -1.633 -1.850
C1 2.231 -0.573 -1.534
C2 2.955 0.569 -1.357
C3 4.340 0.559 -1.725
C4 5.075 1.703 -1.566
C5 4.508 2.879 -1.051
C6 3.168 2.901 -0.697
C7 2.376 1.767 -0.827
P1 0.629 1.768 -0.448
C8 -0.004 3.428 -0.717
C9 -0.050 4.383 0.300
C10 -0.421 5.682 -0.003
C11 -0.747 6.032 -1.307
C12 -0.695 5.086 -2.322
C13 -0.323 3.785 -2.031
C14 0.385 1.369 1.297
C15 -0.787 1.735 1.986
C16 -0.955 1.371 3.303
C17 0.016 0.604 3.958
C18 1.167 0.225 3.295
C19 1.361 0.610 1.969
H1 4.782 -0.339 -2.132
H2 6.117 1.696 -1.855
H3 5.109 3.769 -0.942
H4 2.728 3.818 -0.324
H5 0.224 4.131 1.316
H6 -0.448 6.427 0.781
H7 -1.035 7.050 -1.534
H8 -0.942 5.363 -3.338
H9 -0.273 3.050 -2.826
H10 -1.534 2.345 1.495
H11 -1.838 1.691 3.841
H12 -0.126 0.333 4.995
H13 1.934 -0.338 3.810
H14 2.318 0.424 1.491
C20 -3.797 0.452 0.136
C21 -3.411 -0.996 0.396
C22 -4.362 -1.954 -0.319
C23 -3.328 -1.310 1.882
N1 -2.023 -1.245 -0.137
N2 -1.661 -0.797 -1.409
H15 -4.701 0.685 0.698
H16 -4.029 0.639 -0.914
H17 -3.018 1.140 0.464
H18 -5.369 -1.834 0.080
H19 -4.070 -2.994 -0.165
H20 -4.408 -1.752 -1.391
H21 -4.304 -1.158 2.341
H22 -2.601 -0.668 2.377
H23 -3.046 -2.352 2.047
H24 -1.831 -2.240 -0.092
H25 -2.109 0.079 -1.645
H26 -1.749 -1.488 -2.149
F1 1.491 -7.785 -1.831
C24 1.438 -6.661 -1.172
C25 0.555 -5.661 -1.591
F2 -0.218 -5.868 -2.641
C26 0.504 -4.480 -0.898
F3 -0.368 -3.554 -1.319
C27 1.309 -4.231 0.224
Se1 1.315 -2.668 1.215
C28 2.179 -5.265 0.621
F4 2.960 -5.088 1.668
C29 2.252 -6.464 -0.063
F5 3.079 -7.410 0.322

Its HOMO-LUMO gap (spin up / spin down) is 6.219 / 6.019 eV. As for the total charge: +2. Its spin multiplicity is 5.